<P>
58
Properties=species:S:1:pos:R:3:mulliken_charge:R:1 method="wB97M-V/def2-TZVPD" e_lumo_ev=0.47 gap_ha=0.3134 smiles="CSCC[C@H](NC(=O)N1CCn2c1nc1ccccc12)C(=O)NCc1ccc(C)cc1"
C -5.657 -0.162 1.066 -0.786
S -4.415 0.686 2.082 -0.122
C -4.291 2.284 1.189 -0.858
C -2.919 2.533 0.580 -1.108
C -2.584 1.617 -0.602 0.418
N -2.337 0.266 -0.175 -0.251
C -2.795 -0.815 -0.837 0.305
O -3.730 -0.844 -1.606 -0.705
N -2.082 -1.974 -0.507 0.043
C -2.451 -3.300 -0.999 -0.815
C -1.200 -4.183 -0.765 -0.525
N -0.242 -3.229 -0.276 0.156
C -0.767 -1.983 -0.153 0.462
N 0.075 -1.064 0.231 -0.427
C 1.268 -1.754 0.384 0.052
C 2.510 -1.290 0.783 -0.416
C 3.547 -2.202 0.840 -0.625
C 3.362 -3.544 0.517 -0.506
C 2.128 -4.032 0.124 -1.234
C 1.087 -3.125 0.061 0.367
C -1.385 2.234 -1.357 0.124
O -1.496 3.318 -1.895 -0.725
N -0.257 1.508 -1.364 0.180
C 0.956 1.982 -1.996 -1.260
C 2.112 1.987 -1.033 0.701
C 1.962 2.537 0.235 -0.108
C 3.015 2.541 1.128 -0.758
C 4.249 2.001 0.778 1.028
C 5.381 2.005 1.761 -1.584
C 4.396 1.457 -0.490 -0.732
C 3.339 1.446 -1.383 -0.814
H -6.588 0.398 1.096 0.333
H -5.804 -1.141 1.513 0.321
H -5.299 -0.268 0.047 0.211
H -4.512 3.060 1.923 0.430
H -5.066 2.281 0.425 0.413
H -2.154 2.413 1.350 0.341
H -2.884 3.562 0.215 0.516
H -3.426 1.593 -1.304 0.542
H -1.601 0.127 0.506 0.558
H -3.319 -3.662 -0.443 0.376
H -2.726 -3.232 -2.055 0.393
H -0.849 -4.656 -1.688 0.362
H -1.388 -4.964 -0.021 0.320
H 2.652 -0.252 1.034 0.603
H 4.527 -1.866 1.143 0.440
H 4.200 -4.222 0.575 0.373
H 1.983 -5.072 -0.123 0.426
H -0.174 0.644 -0.835 0.101
H 1.192 1.350 -2.860 0.359
H 0.746 2.996 -2.354 0.536
H 1.012 2.967 0.517 0.427
H 2.884 2.969 2.112 0.392
H 5.104 1.456 2.661 0.335
H 6.270 1.548 1.334 0.364
H 5.622 3.025 2.057 0.380
H 5.345 1.031 -0.782 0.323
H 3.473 1.012 -2.364 0.347

---

<Q>
58
Properties=species:S:1:pos:R:3:mulliken_charge:R:1 method="wB97M-V/def2-TZVPD" e_lumo_ev=0.40 gap_ha=0.2978 smiles="COCCNc1nc(SCC(=O)N2CCN(c3ccccc3)CC2)nc2ccccc12"
C 6.575 0.412 2.108 -0.672
O 5.309 0.938 2.431 -0.368
C 4.734 1.749 1.431 -0.667
C 4.158 0.933 0.269 -0.533
N 3.250 -0.049 0.807 -0.044
C 2.282 -0.629 0.087 0.474
N 2.138 -0.226 -1.166 -0.590
C 1.178 -0.810 -1.885 -0.089
S 1.010 -0.219 -3.523 -0.255
C -0.267 -1.358 -4.162 -1.220
C -1.420 -1.749 -3.243 1.115
O -1.712 -2.925 -3.131 -0.698
N -2.194 -0.770 -2.725 0.219
C -2.017 0.657 -2.822 -1.275
C -1.725 1.261 -1.442 -0.608
N -2.803 0.913 -0.545 0.213
C -3.086 1.718 0.554 0.314
C -2.227 2.731 0.985 -0.270
C -2.579 3.557 2.037 -0.757
C -3.785 3.393 2.692 -0.480
C -4.644 2.388 2.277 -0.643
C -4.305 1.566 1.223 -0.197
C -2.956 -0.525 -0.432 -0.297
C -3.259 -1.118 -1.808 -1.133
N 0.357 -1.746 -1.511 -0.124
C 0.465 -2.186 -0.238 -0.515
C -0.407 -3.196 0.206 -0.081
C -0.330 -3.637 1.500 -0.588
C 0.608 -3.093 2.385 -0.890
C 1.476 -2.114 1.969 -0.405
C 1.426 -1.641 0.651 1.129
H 7.274 1.210 1.832 0.304
H 6.935 -0.088 3.005 0.241
H 6.524 -0.313 1.288 0.281
H 5.467 2.472 1.047 0.406
H 3.928 2.290 1.933 0.316
H 4.962 0.440 -0.292 0.179
H 3.612 1.575 -0.424 0.443
H 3.451 -0.364 1.743 0.233
H -0.652 -0.875 -5.061 0.442
H 0.235 -2.285 -4.439 0.494
H -1.214 0.910 -3.511 0.391
H -2.955 1.088 -3.196 0.397
H -1.675 2.345 -1.545 0.717
H -0.751 0.890 -1.082 0.194
H -1.268 2.872 0.510 0.368
H -1.894 4.333 2.351 0.365
H -4.055 4.038 3.514 0.377
H -5.594 2.251 2.773 0.362
H -5.003 0.809 0.898 0.431
H -3.761 -0.763 0.261 0.517
H -2.027 -0.979 -0.051 -0.017
H -3.320 -2.205 -1.758 0.488
H -4.203 -0.712 -2.188 0.309
H -1.112 -3.596 -0.505 0.528
H -0.997 -4.412 1.847 0.425
H 0.650 -3.452 3.402 0.390
H 2.193 -1.707 2.668 0.357

---

Relative energies, in eV, with the most stable structure set to zero: <P> 0.000; <Q> 1.735.

---

<P>
9
Properties=species:S:1:pos:R:3:mulliken_charge:R:1 method="wB97M-V/def2-TZVPD" e_lumo_ev=-1.20 gap_ha=0.2819
C -0.218 -0.017 0.280 -0.567
O -4.470 -0.219 0.724 0.012
O -3.772 -1.060 -0.240 -0.185
O -4.009 1.115 0.468 -0.460
O -1.539 -0.506 0.145 -0.110
P -2.642 -0.036 -0.872 0.522
H 0.160 0.513 -0.675 0.286
H 0.417 -0.790 0.384 0.250
H -0.303 0.526 1.223 0.253

---

<Q>
9
Properties=species:S:1:pos:R:3:mulliken_charge:R:1 method="wB97M-V/def2-TZVPD" e_lumo_ev=0.61 gap_ha=0.3872 smiles="O=COP(O)O"
O 2.053 0.892 -0.476 -0.514
C 1.691 -0.259 -0.195 0.263
O 0.477 -0.661 -0.062 -0.221
P -0.798 0.541 -0.501 0.379
O -1.799 -0.575 -0.958 -0.404
O -1.384 0.879 0.960 -0.442
H 2.451 -1.183 0.054 0.252
H -1.853 -1.183 -0.180 0.348
H -0.839 1.550 1.358 0.339

---

Relative energies, in eV, with the most stable structure set to zero: <P> 8.054; <Q> 0.000.

---

<P>
13
Properties=species:S:1:pos:R:3:mulliken_charge:R:1 method="wB97M-V/def2-TZVPD" e_lumo_ev=-0.32 gap_ha=0.2820
C 0.917 0.619 -0.241 -0.065
C 0.258 0.156 -1.454 -0.341
C -0.464 0.260 0.930 0.388
C -0.323 -0.279 2.070 -0.845
C 1.285 1.888 0.350 -0.176
N -1.525 0.428 0.140 -0.873
N -0.993 0.213 -1.072 0.326
Br 0.766 3.513 -0.439 -0.108
H 1.419 -0.290 0.165 0.295
H 0.607 -0.051 -2.416 0.473
H 0.606 -0.425 2.579 0.324
H -0.950 -1.099 2.228 0.300
H -1.791 0.057 -1.755 0.303

---

<Q>
13
Properties=species:S:1:pos:R:3:mulliken_charge:R:1 method="wB97M-V/def2-TZVPD" e_lumo_ev=-1.64 gap_ha=0.3544 smiles=CCC(Br)(C#N)C#N
C 1.606 -0.010 -0.037 -0.979
C 0.297 -0.864 0.078 -0.532
C -0.920 -0.048 -0.087 0.301
Br -2.823 -1.149 0.032 -0.058
C -1.029 0.660 -1.339 0.206
N -1.264 1.326 -2.236 -0.395
C -1.025 0.912 1.066 0.227
N -0.816 1.491 2.033 -0.403
H 1.564 0.410 -1.067 0.298
H 2.578 -0.499 0.166 0.341
H 1.371 0.731 0.754 0.313
H 0.196 -1.788 -0.523 0.368
H 0.264 -1.170 1.161 0.312

---

Relative energies, in eV, with the most stable structure set to zero: <P> 6.047; <Q> 0.000.

---

<P>
22
Properties=species:S:1:pos:R:3:mulliken_charge:R:1 method="wB97M-V/def2-TZVPD" e_lumo_ev=0.88 gap_ha=0.3520 smiles=CC(N)(N)C(C)(N)N
C 1.119 0.421 1.613 -1.546
C 0.058 0.650 0.426 0.600
N -1.194 1.059 1.019 -0.662
N 0.443 1.818 -0.348 -0.732
C 0.029 -0.684 -0.504 1.009
C -1.328 -0.907 -1.188 -1.836
N 1.091 -0.625 -1.503 -0.768
N 0.364 -1.897 0.209 -0.644
H 2.106 0.186 1.206 0.297
H 1.202 1.348 2.192 0.434
H 0.819 -0.338 2.345 0.359
H -1.531 0.332 1.647 0.271
H -1.908 1.158 0.301 0.262
H -0.255 1.991 -1.067 0.248
H 0.386 2.615 0.285 0.355
H -1.626 -0.034 -1.779 0.392
H -1.307 -1.774 -1.861 0.445
H -2.115 -1.105 -0.450 0.354
H 0.676 -0.534 -2.428 0.276
H 1.570 0.271 -1.362 0.355
H 1.361 -2.053 0.076 0.280
H 0.041 -1.897 1.171 0.251

---

<Q>
22
Properties=species:S:1:pos:R:3:mulliken_charge:R:1 method="wB97M-V/def2-TZVPD" e_lumo_ev=0.25 gap_ha=0.3347
C 1.841 -0.392 0.068 -0.036
C 1.107 -1.552 -0.079 -0.858
C 1.843 0.382 1.338 -1.021
C 0.546 1.256 -1.812 -1.012
H 2.550 -0.088 -0.695 0.430
H 0.956 -2.142 0.821 0.373
H -0.322 -0.948 -0.072 0.258
H 2.821 0.271 1.812 0.381
H 1.069 0.027 2.017 0.296
H 1.663 1.440 1.160 0.274
H 1.531 1.686 -1.914 0.319
H -0.236 1.954 -2.124 0.363
H 0.427 0.379 -2.442 0.287
H 1.321 -2.191 -0.928 0.343
N -1.398 -0.256 0.072 0.245
N -1.719 -0.235 1.458 -0.756
N -2.303 -0.219 -0.886 -0.024
N -3.521 -0.064 -0.707 -0.662
H 0.144 1.021 -0.784 0.101
H -2.397 -0.965 1.684 0.258
H -2.121 0.666 1.717 0.236
H -3.802 -0.029 0.295 0.204

---

Relative energies, in eV, with the most stable structure set to zero: <P> 0.000; <Q> 5.145.

---

<P>
22
Properties=species:S:1:pos:R:3:mulliken_charge:R:1 method="wB97M-V/def2-TZVPD" e_lumo_ev=0.92 gap_ha=0.3448 smiles="CNN(C)C.C=NN"
C -1.878 -0.142 1.042 -0.987
N -0.457 0.041 0.793 -0.218
N -0.151 1.381 0.412 -0.088
C 0.421 2.158 1.489 -0.998
C 0.690 1.378 -0.772 -0.874
H -2.417 0.329 0.220 0.325
H -2.093 -1.207 1.044 0.350
H -2.225 0.303 1.990 0.272
H 0.085 -0.238 1.613 0.263
H -0.270 2.168 2.331 0.279
H 1.393 1.761 1.827 0.359
H 0.565 3.182 1.147 0.343
H 0.209 0.777 -1.538 0.227
H 0.775 2.402 -1.131 0.337
H 1.695 0.979 -0.587 0.324
C -0.123 -2.390 -2.271 -0.355
N 0.955 -2.665 -1.671 -0.475
N 1.354 -1.924 -0.629 -0.160
H -0.811 -1.603 -1.957 0.232
H -0.367 -2.964 -3.147 0.289
H 0.667 -1.307 -0.188 0.324
H 1.985 -2.418 -0.018 0.232

---

<Q>
22
Properties=species:S:1:pos:R:3:mulliken_charge:R:1 method="wB97M-V/def2-TZVPD" e_lumo_ev=0.83 gap_ha=0.2785
C 0.886 0.919 0.012 -0.279
C -1.067 -0.916 -0.582 -0.058
C -0.490 0.173 2.223 -1.042
C -0.124 -2.055 -0.816 -1.148
N 0.541 0.841 -1.339 -0.467
N -0.446 0.438 0.784 -0.189
N -0.341 1.918 -1.679 -0.557
N 1.908 0.027 0.504 -0.499
H -1.140 1.146 0.555 0.390
H 1.191 1.945 0.264 0.419
H -1.267 1.594 -1.967 0.146
H 0.063 2.419 -2.463 0.236
H 2.618 0.579 0.972 0.237
H 2.234 -0.547 -0.263 0.233
H -1.840 -1.182 0.137 0.321
H -1.509 -0.484 -1.474 0.263
H 0.343 -0.481 2.471 0.369
H -1.430 -0.329 2.469 0.312
H -0.431 1.089 2.820 0.324
H 0.482 -2.255 0.068 0.298
H -0.696 -2.970 -1.019 0.383
H 0.516 -1.868 -1.675 0.310

---

Relative energies, in eV, with the most stable structure set to zero: <P> 0.000; <Q> 2.050.

---

<P>
22
Properties=species:S:1:pos:R:3:mulliken_charge:R:1 method="wB97M-V/def2-TZVPD" e_lumo_ev=-3.17 gap_ha=0.3912 charge=+1
C 0.377 -1.921 -1.304 -0.515
O 0.335 -2.585 -0.066 -0.537
C -0.712 -0.853 -1.321 -0.661
C -0.234 0.597 -1.482 -0.976
C -0.657 1.536 -0.431 0.318
C -1.418 2.618 -0.414 -0.847
N -0.199 1.031 0.923 -0.228
H 1.345 -1.459 -1.470 0.314
H 0.393 -2.582 -2.175 0.411
H 1.090 -3.176 0.017 0.306
H -1.337 -1.030 -0.445 0.496
H -1.336 -1.111 -2.174 0.338
H 0.859 0.585 -1.588 0.416
H -0.404 0.927 -2.507 0.529
H -1.580 3.162 -1.338 0.302
H -1.719 3.036 0.530 0.294
H -0.974 0.774 1.535 0.362
H 0.360 1.765 1.350 0.392
H 0.379 0.196 0.876 0.280
H 2.671 0.364 2.766 0.333
H 1.625 -0.754 3.308 0.330
O 1.790 0.167 3.095 -0.658

---

<Q>
22
Properties=species:S:1:pos:R:3:mulliken_charge:R:1 method="wB97M-V/def2-TZVPD" e_lumo_ev=-2.98 gap_ha=0.4316 charge=+1
O 1.879 1.234 1.509 -0.543
C 1.511 1.043 0.163 -0.716
C 0.074 0.587 0.054 -0.088
N -0.095 -0.799 0.650 -0.150
C 0.353 -1.791 -0.394 -0.625
C 0.444 -0.937 -1.700 -0.638
C -0.447 0.238 -1.329 -0.617
H 1.491 2.025 1.917 0.350
H 1.673 1.904 -0.489 0.390
H 2.197 0.275 -0.153 0.308
H -0.608 1.261 0.565 0.480
H 0.413 -0.894 1.535 0.367
H -1.086 -0.941 0.850 0.390
H -0.335 -2.626 -0.503 0.356
H 1.281 -2.261 -0.113 0.362
H 0.350 -1.465 -2.643 0.437
H 1.515 -0.713 -1.714 0.252
H -0.501 0.999 -2.106 0.414
H -1.480 -0.083 -1.178 0.266
H -3.852 -0.161 0.627 0.300
H -3.120 0.928 1.326 0.295
O -2.989 0.275 0.609 -0.590

---

<R>
22
Properties=species:S:1:pos:R:3:mulliken_charge:R:1 method="wB97M-V/def2-TZVPD" e_lumo_ev=-8.47 gap_ha=0.1753 charge=+1
C -2.117 0.378 -0.937 -0.705
O -2.666 0.142 0.359 -0.521
C -0.673 -0.062 -1.145 -0.461
C 0.314 0.711 -0.213 -0.339
C 1.736 0.294 -0.196 0.698
C 2.721 0.691 -1.079 -0.908
N 2.100 -0.322 0.957 -0.218
H -2.166 1.438 -1.185 0.401
H -2.695 -0.241 -1.632 0.335
H -2.775 0.969 0.841 0.301
H -0.626 -1.145 -0.982 0.367
H -0.572 0.093 -2.229 0.417
H -0.024 0.540 0.848 -0.427
H 0.299 1.764 -0.505 0.557
H 2.461 1.254 -1.967 0.301
H 3.741 0.310 -1.039 0.295
H 3.096 -0.422 1.114 0.267
H 0.269 1.592 2.077 0.445
H 1.582 0.016 1.775 0.191
H -1.554 -1.310 1.494 0.308
H -0.465 -2.248 2.164 0.285
O -0.681 -1.715 1.402 -0.589

---

<S>
22
Properties=species:S:1:pos:R:3:mulliken_charge:R:1 method="wB97M-V/def2-TZVPD" e_lumo_ev=-4.71 gap_ha=0.3378 charge=+1
C 0.953 1.001 -2.096 -1.235
C -0.134 1.173 -1.053 -0.700
C -0.512 -0.021 -0.229 0.743
C -1.712 -0.134 0.324 -1.036
C 1.684 -0.440 0.631 -0.217
N 0.535 -0.863 0.296 0.104
H 0.572 0.700 -3.072 0.359
H 1.662 1.817 -2.205 0.342
H 1.607 0.133 -1.918 0.336
H 0.076 1.976 -0.356 0.326
H -0.984 1.668 -1.518 0.449
H -2.452 0.546 -0.074 0.261
H -2.068 -0.917 0.977 0.311
H 2.426 -1.073 1.089 0.268
H 1.843 0.616 0.458 0.326
H 0.243 -1.838 0.451 0.406
H -3.030 2.174 2.297 0.322
H -1.528 2.619 2.356 0.313
O -2.323 2.616 1.819 -0.632
H 0.945 -4.473 0.072 0.306
H 1.204 -3.707 1.341 0.317
O 0.994 -3.572 0.411 -0.668

---

Relative energies, in eV, with the most stable structure set to zero: <P> 1.221; <Q> 0.000; <R> 6.646; <S> 1.418.